(1)
{"formula": "C34H68F18N7O15S6", "method": "wB97M-V/def2-TZVPD", "homo_energy_ev": -10.06, "total_charge": 1, "total_energy_ha": -7034.2854, "orbital_gap_ev": 7.71, "multiplicity": 1, "elements": ["C", "C", "C", "O", "C", "N", "H", "H", "H", "H", "H", "H", "H", "H", "H", "H", "H", "H", "C", "C", "C", "N", "C", "C", "C", "C", "C", "C", "H", "H", "H", "H", "H", "H", "H", "H", "H", "H", "H", "H", "H", "H", "H", "H", "H", "H", "H", "H", "C", "C", "C", "N", "C", "C", "C", "C", "C", "C", "H", "H", "H", "H", "H", "H", "H", "H", "H", "H", "H", "H", "H", "H", "H", "H", "H", "H", "H", "H", "C", "O", "C", "C", "N", "H", "H", "C", "C", "O", "C", "H", "H", "H", "H", "H", "H", "H", "H", "H", "H", "H", "H", "H", "H", "C", "F", "F", "F", "S", "O", "O", "N", "S", "O", "O", "C", "F", "F", "F", "C", "F", "F", "F", "S", "O", "O", "N", "S", "O", "O", "C", "F", "F", "F", "C", "F", "F", "F", "S", "O", "O", "N", "S", "O", "O", "C", "F", "F", "F"], "coordinates": [[2.251, -2.056, -9.938], [3.565, -1.991, -10.821], [3.353, -2.834, -12.045], [2.006, -2.604, -12.505], [1.396, -3.514, -13.424], [3.910, -0.558, -11.315], [3.264, -0.265, -12.034], [3.901, 0.072, -10.525], [4.768, -0.561, -11.848], [1.852, -3.062, -9.806], [1.366, -1.548, -10.321], [2.273, -1.705, -8.906], [4.436, -2.343, -10.269], [3.511, -3.859, -11.711], [4.212, -2.708, -12.705], [1.404, -4.572, -13.161], [1.959, -3.403, -14.350], [0.445, -3.096, -13.754], [-1.544, -2.560, -19.598], [-0.916, -1.269, -20.278], [0.146, -0.536, -19.387], [0.515, 0.931, -19.844], [-0.684, 1.900, -20.129], [-0.220, 3.277, -20.662], [0.584, 3.171, -21.964], [1.726, 2.134, -21.884], [1.309, 0.767, -21.190], [1.458, 1.617, -18.667], [-0.902, -3.114, -18.913], [-1.767, -3.239, -20.421], [-2.487, -2.377, -19.082], [-1.685, -0.601, -20.666], [-0.355, -1.599, -21.152], [1.101, -1.057, -19.451], [-0.187, -0.447, -18.353], [-1.309, 1.434, -20.891], [-1.355, 1.925, -19.270], [-1.133, 3.818, -20.909], [0.303, 3.879, -19.918], [-0.016, 2.763, -22.777], [1.014, 4.142, -22.211], [2.263, 2.121, -22.832], [2.405, 2.610, -21.177], [0.595, 0.229, -21.813], [2.180, 0.192, -20.877], [2.027, 2.477, -19.019], [2.118, 0.817, -18.329], [0.760, 1.800, -17.850], [9.254, -1.622, -7.597], [9.310, -3.077, -8.169], [8.981, -3.397, -9.625], [9.224, -4.894, -9.987], [8.989, -4.933, -11.572], [8.994, -6.377, -12.151], [8.011, -7.222, -11.407], [8.142, -7.241, -9.942], [8.157, -5.804, -9.278], [10.706, -5.215, -9.754], [9.713, -0.820, -8.175], [9.405, -1.504, -6.524], [8.188, -1.404, -7.668], [8.606, -3.623, -7.540], [10.303, -3.462, -7.935], [9.650, -2.918, -10.341], [7.945, -3.123, -9.825], [8.004, -4.555, -11.845], [9.650, -4.266, -12.125], [8.739, -6.345, -13.211], [9.999, -6.787, -12.057], [6.960, -7.093, -11.665], [8.079, -8.238, -11.795], [7.408, -7.956, -9.569], [9.087, -7.718, -9.683], [7.182, -5.343, -9.435], [8.563, -5.804, -8.266], [11.448, -4.492, -10.092], [10.839, -6.139, -10.318], [10.888, -5.331, -8.686], [8.007, 4.603, -16.145], [9.181, 3.924, -15.883], [8.979, 2.704, -15.146], [10.389, 1.984, -15.262], [11.114, 1.876, -13.879], [10.355, 1.666, -13.246], [11.756, 1.098, -13.819], [11.876, 3.160, -13.333], [10.906, 3.969, -12.505], [10.189, 3.217, -11.459], [10.956, 2.864, -10.352], [7.190, 3.985, -16.516], [8.137, 5.384, -16.894], [7.630, 5.224, -15.332], [8.204, 2.052, -15.550], [8.629, 2.980, -14.152], [11.005, 2.481, -16.012], [10.034, 0.981, -15.496], [12.418, 3.830, -14.001], [12.642, 2.630, -12.766], [10.201, 4.367, -13.235], [11.471, 4.832, -12.152], [10.782, 1.868, -9.946], [10.906, 3.585, -9.537], [12.044, 2.844, -10.410], [3.699, -4.779, -21.823], [5.051, -4.763, -22.064], [3.073, -4.528, -23.025], [3.369, -6.016, -21.460], [3.124, -3.472, -20.547], [1.939, -2.842, -21.170], [2.878, -4.123, -19.214], [4.363, -2.200, -20.696], [4.433, -1.705, -19.202], [3.132, -1.252, -18.737], [5.176, -2.611, -18.315], [5.458, -0.104, -19.521], [4.689, 0.712, -20.236], [5.713, 0.473, -18.319], [6.544, -0.321, -20.262], [13.957, 0.390, -16.002], [14.952, 0.623, -15.130], [13.214, 1.561, -16.250], [14.514, -0.013, -17.138], [12.857, -1.054, -15.387], [11.616, -0.776, -16.061], [13.581, -2.291, -15.710], [12.550, -0.531, -13.726], [12.517, -1.882, -13.015], [11.562, -2.921, -13.370], [13.842, -2.477, -12.675], [11.842, -1.048, -11.339], [12.477, 0.100, -11.029], [10.541, -0.933, -11.379], [12.097, -1.960, -10.436], [7.455, 0.205, -10.781], [6.537, 1.197, -10.940], [8.607, 0.752, -10.420], [7.035, -0.754, -10.029], [7.696, -0.606, -12.529], [8.650, 0.241, -13.205], [8.041, -1.978, -12.224], [6.082, -0.657, -13.090], [6.015, 0.162, -14.420], [6.011, 1.594, -14.194], [6.827, -0.276, -15.508], [4.197, -0.192, -14.944], [3.366, 0.291, -13.988], [4.118, 0.302, -16.221], [3.904, -1.513, -14.936]]}

(2)
{"formula": "C34H68N9O2P2RuS", "method": "wB97M-V/def2-TZVPD", "homo_energy_ev": [-13.25, -13.25], "s_squared": 1.00, "total_charge": 2, "total_energy_ha": -3155.0495, "orbital_gap_ev": [6.45, 6.81], "multiplicity": 2, "elements": ["Ru", "C", "C", "N", "N", "C", "N", "S", "C", "C", "C", "C", "C", "N", "H", "H", "H", "H", "H", "H", "H", "H", "H", "N", "C", "C", "N", "H", "H", "H", "H", "H", "H", "H", "H", "O", "P", "C", "C", "C", "C", "C", "C", "C", "C", "C", "C", "C", "C", "C", "C", "C", "C", "C", "C", "H", "H", "H", "H", "H", "H", "H", "H", "H", "H", "H", "H", "H", "H", "H", "H", "H", "H", "H", "H", "H", "H", "H", "H", "H", "H", "H", "H", "H", "H", "H", "H", "H", "C", "N", "C", "P", "O", "N", "C", "C", "N", "C", "C", "H", "H", "H", "H", "H", "H", "H", "H", "H", "H", "H", "H", "H", "H", "H", "H", "H", "H"], "coordinates": [[0.129, 0.185, -0.225], [0.753, -2.076, 3.759], [0.864, -1.556, 2.368], [-0.164, -1.065, 1.743], [-1.351, -1.088, 2.316], [-2.277, -0.277, 1.915], [-3.537, -0.430, 2.348], [-1.968, 1.063, 0.825], [2.128, -1.522, 1.652], [3.213, -2.339, 1.983], [4.388, -2.223, 1.268], [4.470, -1.267, 0.264], [3.356, -0.489, -0.001], [2.207, -0.628, 0.647], [0.142, -1.394, 4.350], [1.724, -2.184, 4.225], [0.244, -3.039, 3.757], [-3.703, -1.076, 3.104], [-4.186, 0.330, 2.217], [3.127, -3.067, 2.774], [5.230, -2.858, 1.496], [5.376, -1.133, -0.302], [3.389, 0.296, -0.746], [1.101, -0.816, -2.270], [0.533, -0.202, -3.466], [0.449, 1.309, -3.258], [-0.462, 1.588, -2.156], [2.108, -0.680, -2.244], [0.901, -1.813, -2.245], [-0.474, -0.603, -3.596], [1.121, -0.427, -4.365], [0.130, 1.790, -4.193], [1.434, 1.687, -2.973], [-1.420, 1.360, -2.411], [-0.409, 2.560, -1.865], [-1.589, -1.308, -1.352], [-2.897, -1.866, -1.839], [-4.064, -0.396, -1.936], [-5.563, -0.565, -1.698], [-6.360, -0.909, -2.953], [-6.123, 0.143, -4.030], [-4.642, 0.184, -4.382], [-3.798, 0.503, -3.149], [-3.573, -2.994, -0.525], [-2.467, -3.910, 0.002], [-3.064, -4.830, 1.066], [-4.124, -5.769, 0.462], [-4.585, -5.285, -0.914], [-4.841, -3.782, -0.882], [-2.529, -2.661, -3.489], [-3.626, -3.485, -4.151], [-3.060, -4.093, -5.435], [-1.972, -5.131, -5.118], [-1.417, -4.941, -3.705], [-1.212, -3.459, -3.408], [-3.662, 0.126, -1.050], [-5.937, 0.393, -1.325], [-5.744, -1.302, -0.918], [-7.421, -0.951, -2.703], [-6.069, -1.890, -3.333], [-6.439, 1.120, -3.662], [-6.711, -0.080, -4.920], [-4.460, 0.948, -5.143], [-4.351, -0.777, -4.804], [-4.015, 1.534, -2.857], [-2.741, 0.442, -3.421], [-3.801, -2.273, 0.274], [-1.666, -3.300, 0.427], [-2.037, -4.513, -0.796], [-3.515, -4.209, 1.843], [-2.270, -5.412, 1.537], [-4.986, -5.821, 1.128], [-3.728, -6.780, 0.368], [-5.503, -5.801, -1.201], [-3.831, -5.529, -1.664], [-5.610, -3.600, -0.127], [-5.242, -3.450, -1.840], [-2.356, -1.776, -4.119], [-4.483, -2.857, -4.394], [-3.976, -4.284, -3.503], [-2.649, -3.290, -6.051], [-3.864, -4.557, -6.005], [-1.162, -5.043, -5.843], [-2.370, -6.141, -5.206], [-0.464, -5.463, -3.610], [-2.097, -5.380, -2.974], [-0.503, -3.070, -4.143], [-0.764, -3.337, -2.418], [0.091, 4.215, 1.569], [1.193, 4.674, 0.753], [1.736, 5.959, 1.139], [2.117, 3.581, -0.115], [1.467, 2.249, -0.175], [3.658, 3.397, 0.543], [3.727, 2.631, 1.771], [4.695, 4.394, 0.415], [2.348, 4.269, -1.613], [1.652, 5.436, -2.110], [3.343, 3.719, -2.509], [-0.784, 4.844, 1.396], [0.341, 4.258, 2.632], [-0.158, 3.188, 1.300], [0.957, 6.721, 1.059], [2.558, 6.236, 0.483], [2.092, 5.946, 2.174], [2.871, 1.957, 1.818], [3.724, 3.279, 2.654], [4.648, 2.044, 1.787], [4.505, 5.015, -0.455], [5.656, 3.893, 0.283], [4.763, 5.028, 1.303], [0.871, 5.723, -1.412], [1.191, 5.208, -3.075], [2.342, 6.273, -2.254], [3.789, 2.837, -2.050], [4.132, 4.446, -2.721], [2.888, 3.444, -3.466]]}

(3)
{"formula": "C34H70BIN5O10", "method": "wB97M-V/def2-TZVPD", "homo_energy_ev": -10.50, "total_charge": 1, "total_energy_ha": -2685.7087, "orbital_gap_ev": 7.83, "multiplicity": 1, "elements": ["C", "O", "B", "O", "C", "C", "N", "C", "C", "O", "C", "C", "C", "O", "I", "C", "C", "O", "C", "C", "O", "C", "C", "C", "C", "C", "C", "H", "H", "H", "H", "H", "H", "H", "H", "H", "H", "H", "H", "H", "H", "H", "H", "H", "H", "H", "H", "H", "H", "H", "H", "H", "H", "C", "C", "C", "O", "C", "N", "H", "H", "H", "H", "H", "H", "H", "H", "H", "H", "H", "C", "C", "C", "O", "C", "N", "H", "H", "H", "H", "H", "H", "H", "H", "H", "H", "H", "C", "C", "C", "O", "C", "N", "H", "H", "H", "H", "H", "H", "H", "H", "H", "H", "H", "C", "C", "C", "O", "C", "N", "H", "H", "H", "H", "H", "H", "H", "H", "H", "H", "H"], "coordinates": [[4.313, -3.293, 1.411], [3.022, -2.624, 1.152], [2.779, -2.621, -0.290], [2.008, -3.672, -0.890], [3.360, -1.412, -1.203], [4.312, -1.775, -2.481], [3.970, -0.595, -3.382], [4.808, -0.387, -4.628], [4.278, -1.184, -5.914], [3.875, -0.239, -6.951], [3.498, 0.587, -2.594], [4.532, 1.484, -1.769], [5.749, 2.078, -2.621], [6.868, 1.510, -2.486], [5.608, 3.743, -4.003], [2.435, -0.146, -1.591], [2.162, 0.602, -0.166], [1.667, 1.950, -0.326], [0.281, 2.072, 0.017], [-0.649, 2.788, -1.102], [-0.240, 1.713, 1.119], [0.972, -0.384, -2.198], [0.597, 0.162, -3.629], [-0.822, -0.102, -4.256], [-1.944, -0.901, -3.532], [-1.582, -1.415, -2.090], [-0.179, -1.151, -1.466], [5.105, -2.842, 0.707], [4.592, -3.079, 2.512], [4.215, -4.428, 1.261], [2.261, -4.526, -0.460], [4.153, -0.952, -0.490], [5.420, -1.930, -2.233], [3.823, -2.706, -2.928], [3.086, -0.961, -3.812], [5.902, -0.651, -4.447], [4.712, 0.740, -4.874], [3.393, -1.883, -5.721], [5.128, -1.814, -6.373], [2.982, -0.468, -7.287], [3.085, 1.325, -3.361], [4.977, 0.996, -0.840], [3.934, 2.400, -1.385], [1.471, -0.060, 0.480], [3.140, 0.686, 0.448], [-1.720, 2.889, -0.732], [-0.202, 3.842, -1.231], [-0.529, 2.262, -2.106], [1.318, 0.735, -4.300], [-1.050, 0.310, -5.295], [-2.966, -1.111, -4.019], [-2.393, -2.011, -1.530], [0.025, -1.581, -0.433], [-0.380, -8.385, -0.183], [-0.195, -6.934, 0.250], [-1.408, -6.356, 1.008], [-2.510, -6.012, 0.176], [-3.342, -7.107, -0.182], [0.140, -6.123, -0.929], [-1.030, -8.483, -1.055], [0.584, -8.825, -0.457], [-0.801, -8.987, 0.627], [0.660, -6.909, 0.936], [-1.094, -5.418, 1.479], [-1.727, -7.018, 1.821], [-3.419, -7.846, 0.620], [-2.975, -7.573, -1.098], [-4.340, -6.718, -0.388], [0.362, -5.177, -0.622], [-0.718, -6.005, -1.468], [-4.732, -4.196, 2.231], [-5.960, -4.544, 1.395], [-7.262, -3.895, 1.910], [-7.814, -4.522, 3.062], [-7.216, -4.132, 4.288], [-6.081, -6.006, 1.313], [-4.692, -4.751, 3.171], [-3.818, -4.439, 1.682], [-4.705, -3.127, 2.464], [-5.782, -4.159, 0.384], [-8.021, -4.000, 1.128], [-7.136, -2.819, 2.076], [-6.907, -3.083, 4.280], [-6.367, -4.778, 4.515], [-7.954, -4.268, 5.081], [-6.840, -6.235, 0.672], [-6.424, -6.332, 2.218], [2.106, 5.289, 4.703], [1.691, 4.274, 3.642], [2.859, 3.754, 2.789], [3.314, 4.667, 1.794], [4.203, 5.664, 2.273], [0.639, 4.865, 2.805], [2.300, 6.279, 4.285], [1.311, 5.409, 5.443], [3.005, 4.959, 5.232], [1.266, 3.412, 4.169], [2.502, 2.875, 2.240], [3.695, 3.412, 3.411], [4.853, 5.289, 3.068], [3.642, 6.534, 2.617], [4.829, 5.986, 1.438], [0.295, 4.150, 2.166], [1.088, 5.545, 2.189], [-2.172, 6.869, 2.402], [-1.438, 7.621, 1.296], [-2.231, 8.816, 0.729], [-3.285, 8.454, -0.157], [-4.483, 8.052, 0.488], [-1.066, 6.669, 0.237], [-2.963, 6.221, 2.018], [-1.476, 6.227, 2.950], [-2.618, 7.563, 3.120], [-0.516, 8.020, 1.735], [-1.542, 9.423, 0.131], [-2.603, 9.467, 1.529], [-4.658, 8.605, 1.415], [-4.465, 6.978, 0.682], [-5.315, 8.248, -0.193], [-0.489, 7.154, -0.449], [-1.918, 6.446, -0.280]]}

Which formula does entry 2 have? C34H68N9O2P2RuS